Molecular formula: C20H17AsN3O7SSe2Te2V
Method: DFT, the ωB97M-V functional and the def2-TZVPD basis

Results
Total charge ... -1
Spin multiplicity ... 2
Electronic energy ... -282464.882 eV
Gap between HOMO and LUMO (spin up / spin down) ... 6.48 / 6.42 eV

Geometry (Å):
V (2.27, -1.78, 2.14)
Se (4.62, -2.54, 3.01)
Te (4.17, -1.99, 5.41)
Te (3.51, 0.60, 5.03)
Se (1.65, 0.35, 3.34)
O (0.33, -4.51, 5.20)
As (0.00, -3.35, 3.90)
O (-1.12, -2.26, 4.31)
O (1.58, -2.83, 3.55)
C (-0.56, -4.64, 2.57)
C (-1.30, -5.72, 3.04)
C (-1.78, -6.69, 2.17)
C (-1.53, -6.59, 0.81)
C (-0.79, -5.52, 0.32)
C (-0.31, -4.55, 1.20)
S (0.65, -3.24, 0.50)
O (0.32, -3.18, -0.89)
O (2.07, -3.52, 0.81)
O (0.32, -2.01, 1.27)
H (1.01, -4.12, 5.76)
H (-1.50, -5.80, 4.10)
H (-2.36, -7.52, 2.55)
H (-1.90, -7.33, 0.12)
H (-0.59, -5.41, -0.73)
N (-1.15, 4.88, -2.59)
C (-1.85, 5.37, -3.67)
C (-2.01, 6.64, -4.19)
C (-2.81, 6.76, -5.31)
C (-3.42, 5.64, -5.90)
C (-3.25, 4.37, -5.37)
C (-2.45, 4.24, -4.24)
N (-2.11, 3.10, -3.53)
C (-1.34, 3.52, -2.56)
C (-0.72, 2.66, -1.54)
C (-0.15, 3.19, -0.39)
C (0.44, 2.32, 0.52)
N (0.49, 1.00, 0.35)
C (-0.08, 0.50, -0.75)
C (-0.69, 1.29, -1.72)
H (-0.54, 5.39, -1.98)
H (-1.54, 7.51, -3.74)
H (-2.96, 7.74, -5.75)
H (-4.04, 5.78, -6.77)
H (-3.72, 3.51, -5.82)
H (-0.17, 4.25, -0.17)
H (0.89, 2.69, 1.43)
H (-0.03, -0.58, -0.86)
H (-1.13, 0.84, -2.60)
C (4.58, 0.55, 1.45)
C (3.49, -0.45, 1.44)
O (2.90, -0.86, 0.44)
H (5.51, 0.01, 1.23)
H (4.68, 1.01, 2.43)
H (4.39, 1.29, 0.67)

Atom charges from the Löwdin analysis, given in e for atoms 1 to 4: number 1, V, carries 0.363; number 2, Se, carries 0.048; number 3, Te, carries 0.178; number 4, Te, carries 0.203


Molecular formula: C20H17Cl2MnN6O3
Method: DFT, the ωB97M-V functional and the def2-TZVPD basis

Results
Spin multiplicity ... 5
Electronic energy ... -92463.720 eV
Gap between HOMO and LUMO (spin up / spin down) ... 7.38 / 7.88 eV

Geometry (Å):
Mn (0.35, -0.65, -0.63)
C (0.80, 0.12, 2.36)
N (0.06, -0.66, 1.35)
C (-0.85, -1.51, 1.72)
C (-1.52, -2.24, 0.71)
C (-2.47, -3.25, 0.67)
C (-2.63, -3.58, -0.68)
C (-1.76, -2.77, -1.40)
N (-1.10, -1.95, -0.57)
C (-0.11, 0.84, 3.32)
C (0.02, 0.62, 4.69)
C (-0.81, 1.28, 5.59)
C (-1.78, 2.15, 5.13)
C (-1.92, 2.37, 3.76)
C (-1.09, 1.71, 2.87)
H (1.43, 0.81, 1.81)
H (1.46, -0.55, 2.91)
H (-1.09, -1.64, 2.77)
H (-2.98, -3.69, 1.52)
H (-3.29, -4.33, -1.09)
H (-1.60, -2.73, -2.47)
H (0.78, -0.06, 5.06)
H (-0.70, 1.11, 6.65)
H (-2.43, 2.67, 5.82)
H (-2.68, 3.05, 3.39)
H (-1.20, 1.88, 1.80)
O (2.02, 0.23, -0.42)
N (2.73, 0.74, -1.40)
C (3.99, 0.82, -1.13)
C (4.54, 0.40, 0.13)
N (4.95, 0.07, 1.15)
C (4.85, 1.37, -2.13)
N (5.56, 1.80, -2.93)
Cl (-2.47, 1.00, -0.73)
C (-1.83, 2.60, -1.14)
Cl (-0.11, 2.71, -0.74)
H (-2.36, 3.34, -0.56)
H (-1.92, 2.73, -2.21)
O (-0.82, 1.47, -3.69)
C (-0.12, 0.49, -3.69)
C (0.55, -0.11, -4.93)
C (1.13, -1.44, -4.46)
C (0.96, -1.35, -2.97)
O (1.39, -2.11, -2.09)
N (0.22, -0.28, -2.60)
H (1.32, 0.60, -5.25)
H (-0.18, -0.19, -5.74)
H (2.18, -1.60, -4.72)
H (0.56, -2.30, -4.82)

Atom charges from the Löwdin analysis, given in e for atoms 1 to 4: number 1, Mn, carries 1.006; number 2, C, carries -0.141; number 3, N, carries -0.061; number 4, C, carries -0.039


Molecular formula: C20H17ClHo
Method: DFT, the ωB97M-V functional and the def2-TZVPD basis

Results
Total charge ... -1
Spin multiplicity ... 5
Electronic energy ... -59336.951 eV
Gap between HOMO and LUMO (spin up / spin down) ... 5.16 / 5.25 eV

Geometry (Å):
C (0.24, 2.24, -2.07)
C (0.10, 1.16, -3.01)
C (1.01, 0.13, -2.62)
H (-0.52, 1.16, -3.89)
C (1.71, 0.56, -1.46)
C (1.25, 1.87, -1.13)
H (1.70, 2.53, -0.39)
H (-0.27, 3.20, -2.12)
H (1.19, -0.80, -3.16)
H (2.51, 0.02, -0.95)
Ho (-0.73, 0.44, -0.76)
Cl (-2.80, 1.67, -0.15)
C (-3.21, -4.12, -2.08)
C (-1.94, -4.77, -2.00)
C (-1.32, -4.69, -3.29)
H (-1.53, -5.26, -1.13)
C (-2.21, -3.99, -4.16)
C (-3.38, -3.64, -3.42)
H (-4.25, -3.12, -3.81)
H (-3.93, -4.03, -1.28)
H (-0.36, -5.10, -3.56)
H (-2.04, -3.78, -5.21)
C (1.29, 3.89, 4.00)
C (0.68, 4.13, 2.75)
C (0.39, 3.07, 1.90)
C (0.74, 1.73, 2.24)
C (0.45, 0.62, 1.42)
C (0.81, -0.65, 1.77)
C (1.43, -0.88, 3.04)
C (1.70, 0.17, 3.90)
C (1.38, 1.49, 3.53)
C (1.63, 2.60, 4.38)
H (1.49, 4.73, 4.66)
H (0.44, 5.15, 2.45)
H (-0.13, 3.25, 0.95)
H (0.62, -1.50, 1.10)
H (1.67, -1.91, 3.32)
H (2.15, -0.03, 4.87)
H (2.07, 2.43, 5.36)

Atom charges from the Löwdin analysis, given in e for atoms 1 to 4: number 1, C, carries -0.250; number 2, C, carries -0.216; number 3, C, carries -0.195; number 4, H, carries 0.107


Molecular formula: C20H17ClN4O6RhS
Method: DFT, the ωB97M-V functional and the def2-TZVPD basis

Results
Total charge ... +1
Spin multiplicity ... 5
Electronic energy ... -65619.724 eV
Gap between HOMO and LUMO (spin up / spin down) ... 9.36 / 6.36 eV

Geometry (Å):
Rh (-0.33, -0.17, 0.94)
O (-0.35, -6.00, 1.89)
C (-1.08, -5.73, 0.83)
O (-1.60, -6.58, 0.16)
C (-1.26, -4.28, 0.47)
C (-2.05, -3.84, -0.59)
Cl (-3.03, -4.70, -1.66)
N (-1.99, -2.49, -0.63)
N (-1.20, -2.04, 0.35)
C (-0.74, -3.10, 1.02)
C (0.24, -2.82, 2.13)
O (0.65, -3.71, 2.84)
O (0.59, -1.57, 2.24)
C (-2.58, -1.56, -1.54)
C (-2.38, -1.70, -2.90)
C (-2.93, -0.75, -3.76)
C (-3.64, 0.32, -3.24)
C (-3.83, 0.45, -1.87)
C (-3.30, -0.50, -1.01)
H (0.04, -5.20, 2.33)
H (-1.80, -2.53, -3.29)
H (-2.79, -0.85, -4.82)
H (-4.06, 1.06, -3.92)
H (-4.40, 1.28, -1.48)
H (-3.48, -0.44, 0.06)
C (-1.35, 1.84, 4.82)
O (-1.56, 1.13, 3.55)
C (-0.62, 1.22, 2.68)
O (0.40, 1.85, 2.70)
H (-1.13, 2.88, 4.61)
H (-0.53, 1.36, 5.35)
H (-2.28, 1.74, 5.36)
N (2.83, 0.09, 1.78)
C (2.65, 0.79, 0.67)
S (1.42, 0.32, -0.49)
N (3.46, 1.79, 0.38)
C (3.28, 2.69, -0.73)
C (2.20, 3.56, -0.74)
C (2.04, 4.43, -1.81)
C (2.97, 4.44, -2.84)
C (4.06, 3.58, -2.81)
C (4.21, 2.69, -1.75)
H (2.19, -0.67, 2.03)
H (3.48, 0.40, 2.48)
H (4.25, 1.95, 0.98)
H (1.49, 3.55, 0.08)
H (1.20, 5.11, -1.83)
H (2.85, 5.12, -3.67)
H (4.78, 3.59, -3.61)
H (5.05, 2.00, -1.72)

Atom charges from the Löwdin analysis, given in e for atoms 1 to 4: number 1, Rh, carries 0.924; number 2, O, carries 0.151; number 3, C, carries -0.496; number 4, O, carries 0.104


Molecular formula: C20H17F8NO2
Method: DFT, the ωB97M-V functional and the def2-TZVPD basis

Results
Electronic energy ... -48341.471 eV
Gap between HOMO and LUMO ... 8.35 eV
SMILES ... O[C@H](COCC(F)(F)C(F)(F)C(F)(F)C(F)F)Cn1c2ccccc2c2ccccc21

Geometry (Å):
O (-0.14, 0.96, 2.10)
C (1.24, 0.78, 2.14)
C (1.94, 1.81, 1.22)
O (1.52, 1.52, -0.10)
C (1.88, 2.48, -1.04)
C (1.33, 2.04, -2.40)
F (1.64, 2.99, -3.32)
F (1.91, 0.90, -2.82)
C (-0.22, 1.86, -2.40)
F (-0.59, 1.00, -1.44)
F (-0.78, 3.05, -2.10)
C (-0.78, 1.32, -3.75)
F (-0.16, 1.88, -4.81)
F (-0.53, 0.00, -3.81)
C (-2.31, 1.54, -3.92)
F (-2.57, 2.84, -4.13)
F (-2.97, 1.16, -2.82)
C (1.65, -0.65, 1.73)
N (0.89, -1.64, 2.42)
C (-0.28, -2.21, 1.97)
C (-0.93, -2.07, 0.74)
C (-2.09, -2.78, 0.54)
C (-2.61, -3.62, 1.52)
C (-1.98, -3.77, 2.74)
C (-0.81, -3.06, 2.97)
C (0.09, -2.96, 4.09)
C (0.11, -3.55, 5.35)
C (1.14, -3.23, 6.21)
C (2.14, -2.34, 5.83)
C (2.14, -1.75, 4.58)
C (1.11, -2.06, 3.71)
H (-0.45, 0.80, 1.20)
H (1.53, 0.97, 3.18)
H (1.63, 2.82, 1.50)
H (3.03, 1.73, 1.30)
H (1.46, 3.47, -0.80)
H (2.97, 2.57, -1.14)
H (-2.67, 0.95, -4.78)
H (2.72, -0.80, 1.94)
H (1.49, -0.76, 0.65)
H (-0.54, -1.42, -0.03)
H (-2.61, -2.68, -0.40)
H (-3.53, -4.16, 1.32)
H (-2.38, -4.42, 3.50)
H (-0.67, -4.23, 5.65)
H (1.17, -3.67, 7.19)
H (2.94, -2.11, 6.52)
H (2.93, -1.06, 4.30)

Atom charges from the Löwdin analysis, given in e for atoms 1 to 4: number 1, O, carries 0.013; number 2, C, carries -0.327; number 3, C, carries -0.136; number 4, O, carries -0.138


no.,M (g mol⁻¹)
1,982.42
2,515.24
3,457.74
4,579.80
5,455.35